DFT (ωB97M-V with the def2-TZVPD basis set) results for a single C4H7NO2 molecule at a distorted geometry.

The calculation puts the HOMO-LUMO gap at 10.40 eV. As for the HOMO energy: -9.548 eV. The calculation puts the molecular weight at 101.105 g mol⁻¹. The net charge is 0. As for the SMILES: O/N=C1/CC[C@H]1O. The energy comes out at -361.74544 hartree. The value obtained for the relative energy (zero: lowest compared OMol25 entry of this formula, charge and spin) is 85.0 kcal/mol.

Each atom is followed by the atoms it is bonded to, with distances in Å.
CARTESIAN COORDINATES (ANGSTROEM)
1 O 1.973 1.536 0.077  N2 1.408, H8 0.964
2 N 1.785 0.274 -0.519  O1 1.408, C3 1.262
3 C 0.565 -0.037 -0.437  N2 1.262, C4 1.498, C6 1.507
4 C -0.061 -1.392 -0.573  C3 1.498, C5 1.561, H9 1.086, H10 1.101
5 C -1.363 -0.845 0.093  C4 1.561, C6 1.546, H11 1.092, H12 1.097
6 C -0.701 0.552 0.130  C3 1.507, C5 1.546, O7 1.392, H13 1.100
7 O -0.705 1.189 1.368  C6 1.392, H14 0.966
8 H 2.923 1.678 -0.009  O1 0.964
9 H 0.589 -1.817 0.187  C4 1.086
10 H -0.149 -1.889 -1.552  C4 1.101
11 H -1.530 -1.263 1.088  C5 1.092
12 H -2.305 -0.896 -0.466  C5 1.097
13 H -1.086 1.176 -0.690  C6 1.100
14 H 0.050 1.791 1.353  O7 0.966